# 1
Here is an isolated molecule of C4H6N2 from the OMol25 dataset. Energies are from ωB97M-V with the def2-TZVPD basis set.

Computed properties:
- Largest force on an atom: 0.0474 Eh/bohr
- SMILES: Nc1ccc[nH]1
- Energy relative to the best compared isomer or geometry (same formula, charge and spin): 152.2 kJ/mol
- LUMO: 1.1 eV
- HOMO-LUMO gap: 0.3145 Ha
- E_HOMO: -7.4383 eV
- Net charge: 0

Geometry as XYZ:
```
12
Properties=species:S:1:pos:R:3:forces:R:3
N -0.830 -0.009 -1.839 0.0 0.4 -0.1
C -0.546 0.052 -0.494 0.5 0.1 0.3
C -0.982 -0.268 0.750 0.2 -0.2 -0.1
C 0.221 -0.235 1.576 0.0 0.0 0.4
C 1.275 0.156 0.833 -0.1 0.4 0.5
N 0.820 0.413 -0.460 0.1 0.2 0.6
H 0.155 -0.167 -2.119 -1.8 -0.5 -1.6
H -1.655 -0.464 -2.208 0.6 -0.1 0.1
H -1.961 -0.609 1.064 0.2 0.0 -0.2
H 0.272 -0.513 2.614 -0.1 -0.1 0.1
H 2.329 0.262 1.041 -0.2 0.1 0.3
H 0.900 1.383 -0.759 0.5 -0.2 -0.2
```
Positions in Å, forces in eV/Å.

***

# 2
Here is a cluster of 2 separate species, C2H2ClO2 in total from the OMol25 dataset. Energies are from ωB97M-V with the def2-TZVPD basis set.

Computed properties:
- Largest force on an atom: 0.0931 Eh/bohr
- Energy relative to the best compared isomer or geometry (same formula, charge and spin): 37.1 kJ/mol
- LUMO: -9.0 eV
- HOMO-LUMO gap: 0.3038 Ha
- E_HOMO: -17.2281 eV
- Net charge: +1

Geometry as XYZ:
```
7
Properties=species:S:1:pos:R:3:forces:R:3
C 0.458 -1.037 -0.729 0.3 -1.4 -1.3
C -0.449 1.438 0.978 0.2 2.6 -0.7
O -0.471 2.217 0.150 -0.3 1.3 -2.4
O -0.369 0.744 1.856 0.1 -3.4 3.3
Cl -1.126 -1.035 -0.478 0.6 0.0 -0.2
H 1.111 -1.620 -0.024 -0.5 1.0 -0.4
H 0.846 -0.707 -1.753 -0.4 0.0 1.6
```
Positions in Å, forces in eV/Å.

***

# 3
Here is a structure of composition C12H10ClNO2S3V from the OMol25 dataset. Energies are from ωB97M-V with the def2-TZVPD basis set.

Computed properties:
- Largest force on an atom: 0.0099 Eh/bohr
- Energy relative to the best compared isomer or geometry (same formula, charge and spin): 128.6 kJ/mol
- LUMO (alpha / beta): -6.0 / -6.0 eV
- HOMO-LUMO gap (alpha / beta): 0.2233 / 0.2233 Ha
- E_HOMO (alpha / beta): -12.0670 / -12.0670 eV
- Net charge: +1

Geometry as XYZ:
```
30
Properties=species:S:1:pos:R:3:forces:R:3
V -0.064 0.105 0.801 0.1 0.3 0.2
C -2.984 -2.787 0.670 0.0 0.0 0.0
C -1.771 -1.905 0.871 0.0 -0.1 0.0
S -2.173 -0.170 0.427 0.0 0.1 0.0
C -0.971 -2.167 2.202 0.0 -0.1 -0.1
C -1.593 -2.835 3.393 0.0 0.0 0.0
S -0.074 -0.627 2.810 0.1 0.1 0.0
H -3.330 -2.708 -0.360 0.0 0.0 0.0
H -3.790 -2.492 1.341 0.0 0.0 0.0
H -2.725 -3.830 0.856 0.0 0.0 0.0
H -2.125 -3.734 3.087 0.0 0.0 0.0
H -2.287 -2.152 3.882 0.0 0.0 0.0
H -0.814 -3.117 4.102 0.0 0.0 0.0
Cl -0.585 -6.192 -4.410 0.0 0.0 0.0
C -0.520 -5.116 -3.066 0.0 0.1 0.1
C -0.274 -5.620 -1.798 0.0 0.0 0.0
C -0.234 -4.754 -0.716 0.0 0.0 0.0
C -0.432 -3.395 -0.912 0.0 0.0 0.0
C -0.678 -2.896 -2.189 0.0 0.0 0.1
C -0.726 -3.757 -3.269 0.0 0.0 0.0
C -0.437 -2.457 0.237 -0.2 -0.2 0.0
O -0.065 -2.994 1.480 0.0 0.0 0.0
O 0.401 -1.309 -0.051 0.2 0.4 0.0
H -0.114 -6.680 -1.663 0.0 0.0 0.0
H -0.040 -5.135 0.277 0.0 0.0 0.0
H -0.823 -1.833 -2.342 0.0 0.0 0.0
H -0.916 -3.384 -4.266 0.0 0.0 0.0
S 2.057 3.917 -0.297 -0.1 -0.1 0.0
C 1.262 2.700 0.188 0.1 0.1 0.0
N 0.617 1.745 0.599 -0.2 -0.5 -0.1
```
Positions in Å, forces in eV/Å.